# 1
{
  "formula": "C19H35BaN3O3S",
  "method": "ωB97M-V/def2-TZVPD",
  "symbols": ["Ba", "C", "C", "C", "C", "C", "C", "C", "C", "C", "C", "C", "C", "C", "C", "C", "C", "C", "H", "H", "H", "H", "H", "H", "H", "H", "H", "H", "H", "H", "H", "H", "H", "H", "H", "H", "H", "H", "H", "H", "H", "H", "H", "H", "H", "H", "H", "C", "N", "C", "N", "S", "H", "H", "H", "H", "H", "H", "O", "N", "O", "O"],
  "positions_angstrom": [[-1.612, 0.426, -0.619], [-0.137, -1.800, 0.639], [0.132, -0.599, 1.388], [1.417, -0.146, 0.913], [1.851, -1.046, -0.072], [0.907, -2.079, -0.239], [1.021, -3.232, -1.214], [2.117, -4.193, -0.730], [1.396, -2.720, -2.611], [-0.296, -4.002, -1.314], [2.244, 1.123, 1.159], [3.561, 0.750, 1.856], [1.548, 2.199, 1.990], [2.586, 1.784, -0.191], [-0.496, -0.442, 2.795], [-1.556, -1.522, 3.069], [0.593, -0.621, 3.860], [-1.231, 0.895, 3.015], [-0.942, -2.485, 0.864], [2.772, -0.958, -0.633], [3.063, -3.664, -0.609], [2.265, -5.007, -1.445], [1.848, -4.625, 0.236], [2.378, -2.246, -2.605], [0.671, -1.981, -2.962], [1.422, -3.544, -3.329], [-0.598, -4.400, -0.344], [-0.191, -4.843, -2.004], [-1.100, -3.361, -1.686], [3.372, 0.343, 2.851], [4.206, 1.627, 1.960], [4.098, -0.007, 1.284], [1.351, 1.877, 3.011], [0.603, 2.505, 1.531], [2.188, 3.083, 2.044], [3.211, 1.145, -0.812], [3.122, 2.724, -0.028], [1.677, 2.007, -0.758], [-1.117, -2.519, 3.105], [-2.351, -1.520, 2.318], [-2.025, -1.324, 4.035], [1.156, -1.534, 3.663], [0.150, -0.691, 4.858], [1.298, 0.210, 3.864], [-2.140, 0.941, 2.403], [-0.621, 1.763, 2.783], [-1.551, 0.985, 4.057], [-1.629, 4.412, -2.874], [-2.654, 3.624, -3.534], [-2.507, 2.345, -3.872], [-3.599, 1.734, -4.390], [-1.034, 1.523, -3.738], [-2.093, 5.316, -2.488], [-0.835, 4.679, -3.570], [-1.192, 3.851, -2.051], [-3.572, 4.028, -3.614], [-4.515, 2.050, -4.112], [-3.510, 0.746, -4.556], [-3.753, 0.683, 0.207], [-3.815, 1.622, -0.639], [-4.720, 1.693, -1.443], [-2.834, 2.419, -0.674]],
  "e_above_lowest_kcal_mol": 0.0,
  "e_homo_ev": -6.81,
  "spin_multiplicity": 1,
  "e_tot_ev": -42410.806,
  "lumo_energy_ev": -0.25
}

=====

# 2
{
  "formula": "C19H35Br2CsGeN4O3S2",
  "method": "ωB97M-V/def2-TZVPD",
  "symbols": ["Cs", "C", "C", "C", "C", "O", "Ge", "O", "C", "C", "C", "C", "O", "C", "C", "C", "C", "H", "H", "H", "H", "H", "H", "H", "H", "H", "H", "H", "H", "H", "H", "H", "H", "H", "H", "H", "H", "H", "H", "H", "H", "H", "H", "H", "Br", "C", "Br", "H", "H", "N", "C", "N", "C", "C", "S", "C", "C", "S", "C", "N", "N", "H", "H", "H", "H", "H", "H"],
  "positions_angstrom": [[-0.382, -0.571, 0.206], [1.208, 1.054, 3.993], [2.164, 0.952, 2.809], [3.229, 2.037, 2.925], [2.816, -0.430, 2.783], [1.363, 1.106, 1.643], [2.096, 1.608, -0.053], [2.227, -0.232, -0.620], [2.869, -0.648, -1.810], [4.130, 0.156, -2.107], [1.896, -0.525, -2.989], [3.225, -2.117, -1.603], [0.332, 1.788, -0.827], [-0.370, 3.014, -0.945], [-1.202, 3.220, 0.326], [0.558, 4.205, -1.160], [-1.299, 2.863, -2.146], [1.719, 0.906, 4.947], [0.426, 0.294, 3.908], [0.731, 2.037, 4.007], [3.744, 1.953, 3.885], [2.770, 3.026, 2.861], [3.979, 1.974, 2.135], [3.438, -0.609, 3.663], [3.427, -0.550, 1.888], [2.040, -1.203, 2.763], [3.907, 1.205, -2.301], [4.650, -0.248, -2.979], [4.809, 0.115, -1.253], [1.632, 0.516, -3.178], [0.957, -1.049, -2.767], [2.325, -0.956, -3.897], [3.905, -2.234, -0.759], [3.683, -2.568, -2.486], [2.317, -2.681, -1.354], [-0.561, 3.160, 1.208], [-1.966, 2.436, 0.391], [-1.723, 4.180, 0.328], [1.196, 4.395, -0.297], [-0.028, 5.107, -1.353], [1.211, 4.025, -2.017], [-1.948, 1.993, -2.003], [-0.715, 2.701, -3.054], [-1.931, 3.742, -2.293], [-0.369, -3.149, 2.704], [-1.806, -4.408, 2.838], [-3.277, -4.061, 1.631], [-2.204, -4.362, 3.842], [-1.422, -5.388, 2.594], [-3.615, 1.022, 2.176], [-4.053, 0.232, 1.204], [-3.276, -0.454, 0.402], [-4.010, -1.182, -0.473], [-5.407, -1.041, -0.345], [-5.784, 0.009, 0.903], [-3.415, -2.062, -1.425], [-4.183, -2.799, -2.347], [-3.200, -3.762, -3.301], [-1.790, -3.142, -2.427], [-2.076, -2.268, -1.493], [-0.564, -3.563, -2.710], [-2.623, 1.204, 2.242], [-4.221, 1.610, 2.720], [-6.173, -1.517, -0.933], [-5.252, -2.780, -2.478], [-0.356, -4.162, -3.490], [0.223, -3.122, -2.254]],
  "e_above_lowest_kcal_mol": 3.2,
  "e_homo_ev": [-8.94, -8.94],
  "charge": 1,
  "spin_multiplicity": 2,
  "e_tot_ev": -251188.966,
  "s_squared": 0.790,
  "lumo_energy_ev": [-4.03, -6.56]
}